[1]
Here is a structure of composition C3H6F3O2PS in a non-equilibrium geometry from the OMol25 dataset. Energies are from ωB97M-V with the def2-TZVPD basis set.

```
! RIJCOSX wB97M-V def2-TZVPD def2/J DEFGRID3
* xyz 0 1
C -2.01018 -1.11637 0.51136
C -1.69818 0.36262 0.53009
C 2.74626 0.40075 0.40999
O 0.44887 0.28275 -1.05834
O 1.67910 -1.87598 -0.46168
F 2.46040 1.58347 1.02965
F 3.54517 -0.33417 1.20838
F 3.27884 0.60201 -0.72192
P -0.96314 0.99038 -0.84943
S 1.12003 -0.67987 0.18018
H -2.09737 -1.64063 1.45498
H -2.97166 -1.23785 0.11061
H -1.08693 -1.67470 0.08773
H -2.58477 0.98999 0.73924
H -1.02001 0.85906 -2.22247
H -0.84647 2.48856 -0.94838
*
```

Atom charges from the Mulliken analysis, given in e for atoms 1 to 2: -0.768, -0.439

[2]
Here is a cluster of 2 separate species, C4H14N in total in a non-equilibrium geometry from the OMol25 dataset. Energies are from ωB97M-V with the def2-TZVPD basis set.

```
! RIJCOSX wB97M-V def2-TZVPD def2/J DEFGRID3
* xyz 1 1
C -2.65710 0.13158 1.97417
C -1.11340 -0.13697 1.64871
H -3.10262 -0.81885 2.28170
H -3.21179 0.45868 1.06149
H -2.83420 0.88534 2.78902
H -1.09299 -0.76832 0.73518
H -0.58292 0.83536 1.40041
H -0.54021 -0.66535 2.45644
C 0.37770 -0.76391 -1.78788
N 0.96085 0.33663 -0.91285
C 2.45071 0.41569 -0.91918
H -0.72462 -0.85286 -1.53913
H 0.50146 -0.44417 -2.83773
H 0.92583 -1.64426 -1.58172
H 0.66586 0.15850 0.02290
H 0.55410 1.25788 -1.12543
H 2.83519 -0.47939 -0.52533
H 2.70051 1.23231 -0.27944
H 2.83298 0.61030 -1.96327
*
```

Atom charges from the Mulliken analysis, given in e for atoms 1 to 2: -0.989, -0.515

[3]
Here is a structure of composition C24H19N5O4SeTl in a non-equilibrium geometry from the OMol25 dataset. Energies are from ωB97M-V with the def2-TZVPD basis set.

```
! RIJCOSX wB97M-V def2-TZVPD def2/J DEFGRID3
* xyz -1 1
Tl 12.27474 7.81334 9.15502
O 9.07180 6.78703 5.57088
C 9.82328 6.99175 6.66900
O 11.06913 6.95621 6.69325
C 8.99002 7.20939 7.88014
C 7.64509 6.78633 7.86049
C 7.00514 6.67968 9.07206
C 7.63918 7.03457 10.24626
C 8.99870 7.45664 10.16414
N 9.70361 7.45039 9.00044
C 9.69862 7.73250 11.39830
O 9.20088 7.39428 12.47864
O 10.85338 8.29783 11.25502
H 9.51978 6.09816 4.96858
H 7.16758 6.74106 6.88727
H 5.94325 6.40383 9.14176
H 7.22155 6.98239 11.25474
C 16.69558 7.34682 13.17907
C 15.74006 7.26503 14.15698
C 14.40882 6.84934 13.85400
C 14.14128 6.50503 12.49900
N 15.07838 6.66945 11.52124
C 16.30185 7.02461 11.87685
C 12.90840 5.83324 12.01263
C 11.88041 5.43995 12.87488
C 10.79456 4.72446 12.39546
C 10.68695 4.48872 11.05649
C 11.72659 4.89874 10.24798
N 12.80194 5.55402 10.72310
H 17.71078 7.65800 13.48258
H 16.06295 7.48654 15.16144
H 13.65572 6.73831 14.60248
H 17.01772 7.10830 11.04414
H 12.11409 5.52014 13.93084
H 9.94565 4.42644 13.04949
H 9.87330 3.95996 10.57793
H 11.75673 4.60158 9.18172
Se 10.49512 4.30188 4.31891
C 12.05100 4.44751 5.18606
N 13.07223 4.60318 5.77012
N 14.47380 7.06093 6.42986
C 15.76327 6.50084 6.66523
C 15.81065 5.28678 7.31016
C 17.04427 4.68561 7.48075
C 18.24017 5.27428 7.04212
C 18.19092 6.60269 6.58573
C 16.95493 7.19167 6.38140
H 14.46994 7.71881 5.65170
H 13.83104 6.29106 6.16649
H 14.86850 4.87424 7.65796
H 17.05743 3.71766 7.94453
H 19.15042 4.71056 7.17777
H 19.11153 7.19148 6.36169
H 16.89286 8.22772 5.92556
*
```

Atom charges from the Mulliken analysis, given in e for atoms 1 to 2: 0.790, -0.351

[4]
Here is a cluster of 2 separate species, C3H6O3 in total in a non-equilibrium geometry from the OMol25 dataset. Energies are from ωB97M-V with the def2-TZVPD basis set.

The SMILES is C=CO.O=CO.

```
! RIJCOSX wB97M-V def2-TZVPD def2/J DEFGRID3
* xyz 0 1
C -0.07843 -0.34801 -2.49257
C -0.79539 0.15616 -1.50297
O -0.35663 0.41336 -0.22454
H -0.43397 -0.14141 -3.49018
H 0.78468 -0.97930 -2.32973
H -1.72900 0.68207 -1.64023
H 0.59909 0.23202 -0.22540
O 1.39952 -0.75538 1.85805
C 0.75579 -0.05476 2.59039
O -0.54914 0.18131 2.48890
H 1.22231 0.49045 3.42144
H -0.81882 0.12349 1.54684
*
```

Atom charges from the Mulliken analysis, given in e for atoms 1 to 2: -0.754, 0.109

Summary of Kohn-Sham gap in Ha
0.3274; 0.4469; 0.2600; 0.3836
(order as listed above)
Summary of relative energy (zero: lowest compared OMol25 entry of this formula, charge and spin) in kJ/mol
118.2; 73.9; 34.7; 145.7
(order as listed above)
Summary of energy in a.u.
-1307.39635; -215.28074; -4074.75585; -343.59904
(order as listed above)